[1]
# C5H10N2O

A cluster of 2 separate species, C5H10N2O in total in a non-equilibrium geometry (wB97M-V/def2-TZVPD, the Open Molecules 2025 dataset).

Properties
- ΔE to the lowest compared entry with this formula, charge and spin (kJ/mol) = 606.35
- electronic energy (Eh) = -381.0545
- charge = 0
- multiplicity = 1

Each line ends with the Mulliken charge.
Atoms and positions in Å:
C1 -1.28716 0.02734 -1.20472  -0.842
C2 -2.23069 0.46692 0.96000  -0.924
N1 -1.38554 -0.31239 0.07107  0.720
N2 -0.74951 -1.24427 0.70473  -0.670
O1 0.07990 -1.96423 -0.15741  -0.401
H1 -0.81051 -0.66389 -1.87377  0.381
H2 0.53196 1.19474 -1.11616  0.202
H3 -2.02054 0.70559 -1.59716  0.341
H4 -2.11311 1.53006 0.75487  0.361
H5 -3.27409 0.18816 0.81356  0.317
H6 -1.92698 0.25964 1.98398  0.319
C3 2.66124 -0.58079 0.43916  -1.070
C4 2.20811 0.52334 -0.09626  0.700
C5 1.56020 1.44418 -0.71916  -0.734
H7 2.55184 -0.76253 1.49943  0.364
H8 0.91683 -2.12503 0.36910  0.377
H9 3.42087 -1.16201 -0.06290  0.285
H10 1.86717 2.47517 -0.76839  0.275

Atomic forces in eV per Å
C -0.550 -0.611 -0.249
C -0.429 0.185 0.470
N 0.862 -0.207 -0.849
N 0.255 -0.117 1.021
O 0.519 0.080 0.182
H 0.250 -0.024 0.044
H 1.201 0.187 0.286
H -0.076 0.301 0.161
H 0.111 -0.135 -0.121
H 0.084 -0.040 0.007
H -0.045 -0.053 -0.122
C 0.944 0.677 0.306
C -0.152 -1.054 0.090
C -1.427 0.486 -0.378
H -0.238 -0.060 0.118
H -1.451 0.448 -0.692
H -0.096 -0.198 -0.237
H 0.239 0.133 -0.036


[2]
# C15H37HfNO10

A structure of composition C15H37HfNO10 in a non-equilibrium geometry (wB97M-V/def2-TZVPD, the Open Molecules 2025 dataset).

Properties
- electronic energy (Eh) = -1447.3362
- charge = +3
- multiplicity = 2

Each line ends with the Löwdin spin population.
Atoms and positions in Å:
Hf1 1.19620 -1.02708 -2.84694  0.003
N1 0.72491 0.14880 -0.24357  0.000
O1 0.45220 0.51862 0.87472  0.000
O2 0.17707 0.51922 -1.24207  0.000
O3 1.51243 -0.74721 -0.51694  0.000
C1 1.66147 -5.30933 -1.77186  0.000
C2 0.36833 -4.52525 -1.97093  0.000
C3 -0.82134 -4.90591 -1.00770  0.000
O4 0.66418 -3.15496 -2.01895  -0.003
H1 2.22237 -5.36053 -2.70506  0.000
H2 1.42806 -6.37124 -1.69463  0.000
H3 2.29054 -5.12021 -0.90202  0.000
H4 0.03190 -4.67427 -2.99694  0.000
H5 -1.00770 -5.97984 -1.01434  0.000
H6 -1.72872 -4.33011 -1.18993  0.000
H7 -0.57706 -4.70708 0.03580  0.000
C4 -1.40762 0.96674 -4.25759  0.000
O5 -0.97962 -0.32461 -3.67097  0.000
C5 -2.00982 -1.33680 -3.59484  0.000
C6 -2.73905 -1.31185 -2.26225  0.000
O6 -1.63387 -1.52721 -1.37417  0.000
C7 -2.05696 -1.62456 -0.04065  0.000
H8 -0.80409 1.84142 -4.01515  0.000
H9 -2.41196 1.23578 -3.93045  0.000
H10 -1.31654 0.77868 -5.32737  0.000
H11 -1.71236 -2.33301 -3.92223  0.000
H12 -2.79869 -1.07856 -4.30131  0.000
H13 -3.46143 -2.12037 -2.15017  0.000
H14 -3.05428 -0.30677 -1.98200  0.000
H15 -1.24254 -1.39184 0.64540  0.000
H16 -2.44637 -2.62164 0.16498  0.000
H17 -2.82331 -0.89201 0.21269  0.000
C8 -3.16656 4.70664 4.35341  0.063
O7 -3.03250 4.25953 3.04580  0.448
C9 -2.37956 2.99383 2.94328  0.059
C10 -2.65321 2.33217 1.55325  0.025
O8 -3.98761 1.92779 1.20035  0.227
C11 -5.09491 2.78299 1.59980  0.036
H18 -2.19405 4.64179 4.84139  0.013
H19 -4.01679 4.26099 4.86975  0.036
H20 -3.50802 5.73697 4.45305  0.009
H21 -2.96715 2.42376 3.66291  0.010
H22 -1.31529 2.90263 3.16030  0.030
H23 -2.04141 1.48030 1.25638  0.000
H24 -2.28501 2.99707 0.77194  0.011
H25 -4.95397 3.84244 1.38581  0.000
H26 -5.36170 2.64647 2.64779  0.025
H27 -6.00900 2.40784 1.13956  0.009
C12 6.58982 -0.66883 2.64953  0.000
O9 6.49849 0.01184 1.37210  0.000
C13 5.22993 0.44565 1.13944  0.000
C14 5.12393 1.43005 -0.01526  0.000
O10 3.79536 1.80249 -0.43624  0.000
C15 2.99987 2.58055 0.42805  0.000
H28 5.99028 -1.56842 2.78877  0.000
H29 6.43987 -0.00678 3.50234  0.000
H30 7.56678 -1.15203 2.63604  0.000
H31 4.63991 0.71366 2.01588  0.000
H32 4.70053 -0.42251 0.74685  0.000
H33 5.63146 1.07718 -0.91303  0.000
H34 5.72112 2.28552 0.30039  0.000
H35 2.83743 1.96150 1.31038  0.000
H36 2.08458 2.70926 -0.14969  0.000
H37 3.42102 3.53055 0.75703  0.000

Atomic forces in eV per Å
Hf -5.364 -3.857 7.106
N -0.539 0.275 4.261
O 0.618 -0.334 -1.324
O -2.838 2.894 -5.863
O 4.097 -3.939 -1.191
C -0.062 -1.239 -0.465
C -0.867 -1.332 -0.175
C 1.052 0.793 0.331
O 1.975 7.196 -1.993
H 0.385 0.710 0.092
H -0.512 -0.099 0.303
H -0.227 0.599 -0.100
H -0.189 -0.793 -0.087
H -0.023 0.084 -0.556
H 0.054 -0.209 -0.453
H 0.369 0.185 0.042
C -0.078 -0.061 -0.886
O 2.674 -0.500 0.814
C -3.021 0.157 -0.719
C 2.977 0.068 0.621
O 0.068 -0.250 0.092
C -0.059 -0.011 1.027
H 0.624 -0.564 0.514
H -0.040 -0.528 -0.088
H -0.515 0.370 -0.007
H 0.784 0.163 0.398
H 0.283 0.251 -0.595
H -0.340 0.270 -0.285
H -0.966 -0.045 -0.506
H 0.234 -0.380 -0.183
H -0.011 -0.009 0.147
H -0.325 0.123 -0.262
C 0.123 1.346 1.192
O 0.818 -0.257 -1.273
C -2.716 -1.576 -0.604
C -0.222 0.722 -1.677
O 0.008 1.021 1.721
C 0.142 -0.281 -0.460
H -0.257 -0.486 0.472
H 0.151 -1.101 0.222
H 0.272 0.349 -1.063
H 0.613 -0.511 0.615
H 0.164 0.616 0.009
H 0.093 -0.392 1.193
H -0.305 0.998 -0.021
H 0.210 -0.209 -0.176
H 0.550 -0.038 0.568
H 0.301 -0.081 -0.537
C 1.152 -0.558 -0.650
O 0.993 -0.093 1.583
C -2.449 -1.354 -1.533
C 0.820 1.231 0.415
O 0.993 -0.582 -0.601
C 0.159 -0.969 0.355
H -1.015 0.241 -0.558
H 0.152 0.160 -0.169
H 0.342 0.717 0.294
H 0.351 0.618 0.344
H -0.760 -0.621 0.038
H -0.151 -0.354 0.115
H -0.262 0.653 -0.185
H -0.524 0.304 0.349
H -0.174 0.397 0.376
H 0.208 0.103 -0.360